Entry from OMol25: a cluster of 3 separate species, C3H12NO4 in total at a distorted geometry (wB97M-V/def2-TZVPD).

Positions of all 20 atoms, in Å:
C1 0.7270 -0.4047 1.3578
C2 0.5726 -1.5385 0.3322
C3 0.4743 -0.7519 -1.0653
O1 0.1482 -1.6299 -2.0458
O2 0.7241 0.4096 -1.1766
N1 -0.4028 0.6557 1.2893
H1 0.8513 -0.7040 2.4897
H2 1.7595 0.0808 1.1298
H3 -0.3828 -2.0053 0.5555
H4 1.3647 -2.2807 0.3120
H5 0.1590 -1.2146 -2.9225
H6 -1.1613 0.2701 1.8688
H7 -0.6099 0.8583 0.2890
H8 0.1127 1.5386 1.4205
H9 -2.8708 -0.7278 -0.2185
H10 -2.1642 -0.9399 -1.4709
O3 -2.0588 -0.3909 -0.6837
H11 0.5759 3.5993 -0.3551
H12 1.3603 2.4920 -0.9437
O4 0.8209 2.6838 -0.1625

ΔE to the lowest compared entry with this formula, charge and spin ... 1.177 eV
Total charge ... +1

Atom charges from the Löwdin analysis, given in e for atoms 1 to 4: C -0.14; C -0.05; C -0.50; O 0.12


Entry from OMol25: a structure of composition C3H12NO6SrY2 at a distorted geometry (wB97M-V/def2-TZVPD).

Positions of all 25 atoms, in Å:
Sr1 3.2719 0.3228 0.8518
Y1 0.7576 0.1882 3.5908
Y2 1.4350 -2.8117 2.0388
O1 2.9587 -2.1348 0.4606
H1 3.7517 -2.4168 -0.0118
O2 1.6844 1.7283 2.2514
H2 1.2064 2.5011 1.9217
O3 0.6089 -0.8236 1.4948
H3 0.4304 -0.2650 0.7223
O4 0.2882 -2.0181 3.9305
H4 0.1151 -2.4881 4.7577
O5 2.7276 -0.9668 3.0142
H5 3.4013 -0.8657 3.7029
C1 -1.2969 0.0756 -1.2254
O6 -0.5623 -0.9133 -1.3230
N1 -1.7771 0.7775 -2.2380
C2 -2.7969 1.7950 -2.0686
C3 -1.4004 0.4607 -3.6204
H6 -1.6570 0.4695 -0.2480
H7 -3.7434 1.4708 -2.5018
H8 -2.4800 2.7040 -2.5834
H9 -2.9710 2.0806 -1.0324
H10 -0.4305 -0.0234 -3.6463
H11 -2.1294 -0.2302 -4.0462
H12 -1.3923 1.3835 -4.1921

ΔE to the lowest compared entry with this formula, charge and spin ... 0.952 eV
Total charge ... +3

Atom charges from the Löwdin analysis, given in e for atoms 1 to 4: Sr 1.74; Y 1.84; Y 1.91; O -0.57


Entry from OMol25: a cluster of 2 separate species, C3H12NOS in total at a distorted geometry (wB97M-V/def2-TZVPD).

Positions of all 18 atoms, in Å:
C1 1.0168 -0.8214 -0.9468
C2 0.6551 0.4958 -1.6268
C3 -0.7853 0.9569 -1.4020
S1 -1.0617 1.2119 0.3957
N1 1.6534 -0.6064 0.4212
H1 0.1224 -1.4249 -0.8883
H2 1.6824 -1.3639 -1.6186
H3 0.7732 0.3854 -2.7140
H4 1.3691 1.3133 -1.4558
H5 -1.6422 0.5088 -1.8787
H6 -0.7399 1.9859 -1.8004
H7 -2.1537 0.4356 0.3636
H8 1.0934 -0.9325 1.2217
H9 2.5357 -1.1165 0.4395
H10 1.8028 0.4000 0.4825
H11 -0.8118 -2.3538 2.7225
H12 -0.5532 -1.9416 1.2931
O1 -0.2522 -1.7916 2.2030

ΔE to the lowest compared entry with this formula, charge and spin ... 0.768 eV
Total charge ... +1

Atom charges from the Löwdin analysis, given in e for atoms 1 to 4: C -0.15; C -0.27; C -0.52; S 0.75


Entry from OMol25: a cluster of 3 separate species, C3H12NOS2 in total at a distorted geometry (wB97M-V/def2-TZVPD).

Positions of all 19 atoms, in Å:
N1 -1.3480 -0.4895 0.9420
C1 -1.4678 -0.1005 -0.4607
C2 -2.2537 -1.0929 -1.2889
C3 0.0175 -0.1539 -0.9826
S1 1.0753 0.8827 -0.0419
S2 6.2275 -0.3963 -0.0563
H1 -1.9133 0.1296 1.5305
H2 6.2893 0.2491 1.1273
H3 -0.3645 -0.3402 1.2453
H4 -1.8614 0.9045 -0.6092
H5 -3.3020 -1.1566 -0.9864
H6 -2.2208 -0.8655 -2.3571
H7 -1.9582 -2.1388 -1.1602
H8 0.3622 -1.1972 -0.7532
H9 0.1229 -0.0224 -2.0679
H10 5.0536 -1.0134 0.2321
H11 -0.2941 2.0152 1.3556
H12 -1.0152 2.5406 2.6138
O1 -1.1492 2.2454 1.7179

ΔE to the lowest compared entry with this formula, charge and spin ... 5.893 eV
Total charge ... +1

Atom charges from the Löwdin analysis, given in e for atoms 1 to 4: N 0.13; C -0.46; C -0.05; C -0.50


Entry from OMol25: a cluster of 2 separate species, C3H12NS in total at a distorted geometry (wB97M-V/def2-TZVPD).

Positions of all 17 atoms, in Å:
C1 1.8703 2.8279 -0.7520
N1 1.7612 1.4503 -1.2898
H1 2.1010 3.5357 -1.5372
H2 0.9920 3.1204 -0.1925
H3 2.7111 2.8436 -0.0706
H4 0.9979 1.2866 -1.9480
H5 1.6421 0.7125 -0.5662
H6 2.6295 1.2099 -1.7712
C2 -2.5791 -1.6853 0.8208
C3 -1.3702 -0.7995 1.2254
S1 0.0708 -1.1079 0.1351
H7 -3.3897 -0.9984 0.6396
H8 -2.9258 -2.1763 1.7342
H9 -2.3082 -2.5380 0.2184
H10 -1.6839 0.2426 1.2102
H11 -1.0471 -1.0382 2.2332
H12 -0.7499 -1.1008 -0.9282

ΔE to the lowest compared entry with this formula, charge and spin ... 0.625 eV
Total charge ... +1

Atom charges from the Löwdin analysis, given in e for atoms 1 to 4: C -0.01; N 0.12; H 0.10; H 0.10


Entry from OMol25: a cluster of 3 separate species, C3H12O2S in total at a distorted geometry (wB97M-V/def2-TZVPD).

Positions of all 18 atoms, in Å:
C1 -0.8578 -0.6146 -1.3618
C2 0.3476 0.2528 -1.3391
S1 1.8870 -0.8755 -1.4760
C3 1.7970 -1.6221 0.3657
H1 -1.7601 0.0059 -1.6749
H2 -0.5989 -1.5326 -1.8714
H3 -0.9542 -1.0494 -0.3291
H4 0.4232 1.0012 -2.1133
H5 0.5562 0.8937 -0.4360
H6 0.8522 -1.9894 0.5839
H7 2.1542 -0.7977 0.9408
H8 2.4955 -2.5486 0.4217
O1 -0.9793 0.8680 2.2347
H9 -0.6645 0.7144 3.1658
H10 -0.1727 0.3786 1.6738
O2 -1.4072 2.6179 0.2202
H11 -1.7933 1.8240 -0.1743
H12 -1.3250 2.4735 1.1692

ΔE to the lowest compared entry with this formula, charge and spin ... 1.628 eV
Total charge ... 0
SMILES string ... CCSC.O.O

Atom charges from the Löwdin analysis, given in e for atoms 1 to 4: C -0.20; C -0.56; S 0.71; C -0.31


Entry from OMol25: the molecule C3H12O2Si2 at a distorted geometry (wB97M-V/def2-TZVPD).

Positions of all 19 atoms, in Å:
C1 2.7394 -0.6685 -0.4590
O1 1.6927 0.0511 0.1143
Si1 0.1177 -0.3470 0.2418
O2 -0.1203 -1.2068 1.6508
C2 -0.9918 -2.3099 1.8564
Si2 -1.0243 1.6264 0.2118
C3 -1.2021 2.1880 -1.6910
H1 2.5017 -1.1225 -1.4182
H2 3.1080 -1.4433 0.2107
H3 3.5196 0.1809 -0.5696
H4 -0.2484 -0.9567 -1.1512
H5 -0.7200 -2.7850 2.9323
H6 -0.9390 -2.9472 0.9099
H7 -1.9771 -1.9672 2.0127
H8 -2.4714 1.7578 0.3866
H9 -0.4720 2.8030 0.9602
H10 -0.1603 2.3505 -2.1499
H11 -1.8848 1.5380 -2.3448
H12 -1.4676 3.2585 -1.7034

ΔE to the lowest compared entry with this formula, charge and spin ... 3.412 eV
Total charge ... 0
SMILES string ... CO[SiH](OC)[SiH2]C

Atom charges from the Löwdin analysis, given in e for atoms 1 to 4: C -0.16; O -0.33; Si 0.31; O -0.33


Entry from OMol25: a cluster of 3 separate species, C3H12O3S in total at a distorted geometry (wB97M-V/def2-TZVPD).

Positions of all 19 atoms, in Å:
O1 -0.2473 1.7035 1.0461
C1 -1.3938 0.8948 1.3170
C2 -1.4302 -0.4466 0.6166
C3 -0.2154 -1.4002 0.8179
S1 -0.6825 -3.1000 0.4164
H1 0.3881 1.0301 0.7728
H2 -2.2774 1.4736 1.0288
H3 -1.4208 0.6819 2.4012
H4 -1.5641 -0.2991 -0.4647
H5 -2.3254 -0.9958 0.9208
H6 0.6792 -1.0283 0.3191
H7 -0.0885 -1.4138 1.9017
H8 -0.8094 -2.9489 -0.9218
O2 0.6467 1.2948 -1.7730
H9 0.2710 0.9421 -2.5630
H10 1.3971 1.8906 -1.9016
O3 3.1290 3.1871 -2.0358
H11 3.3352 3.9823 -1.5321
H12 3.8678 2.6203 -1.7858

ΔE to the lowest compared entry with this formula, charge and spin ... 0.570 eV
Total charge ... 0
SMILES string ... OCCCS.O.O

Atom charges from the Löwdin analysis, given in e for atoms 1 to 4: O -0.07; C -0.27; C -0.28; C -0.58


Entry from OMol25: a cluster of 3 separate species, C3H12O3S2 in total at a distorted geometry (wB97M-V/def2-TZVPD).

Positions of all 20 atoms, in Å:
O1 -0.3914 0.2467 -0.9281
C1 0.2509 -0.6658 -0.1016
C2 0.9407 0.1588 0.9821
C3 2.0090 1.0493 0.3887
S1 3.6331 1.1362 1.1623
S2 3.9101 -0.6366 2.1264
H1 -0.0844 0.2620 -1.8600
H2 0.9347 -1.3277 -0.7062
H3 -0.5261 -1.2700 0.4951
H4 1.3476 -0.4499 1.7551
H5 0.2103 0.6794 1.4760
H6 1.8959 2.0884 0.3827
H7 2.1195 0.7738 -0.6307
H8 4.8660 -1.2763 1.3638
O2 -3.1189 0.9652 -1.5758
H9 -2.9181 1.6808 -1.0794
H10 -2.2272 0.4369 -1.5261
O3 -4.2448 -1.4786 -0.2823
H11 -4.6694 -1.7067 -1.0498
H12 -3.9375 -0.6658 -0.3922

ΔE to the lowest compared entry with this formula, charge and spin ... 1.307 eV
Total charge ... 0
SMILES string ... OCCCSS.O.O

Atom charges from the Löwdin analysis, given in e for atoms 1 to 4: O -0.10; C -0.26; C -0.25; C -0.56


Entry from OMol25: a cluster of 4 separate species, C3H12O4 in total at a distorted geometry (wB97M-V/def2-TZVPD).

Positions of all 19 atoms, in Å:
C1 2.2447 -1.9478 1.8372
C2 1.7345 -0.6725 1.1561
C3 0.7507 -0.7351 0.2828
O1 0.2383 0.2683 -0.4604
H1 1.6739 -2.1691 2.7460
H2 3.2775 -1.7338 2.1090
H3 2.2283 -2.8163 1.1980
H4 2.1257 0.1420 1.7635
H5 0.2465 -1.6903 0.1675
H6 -0.1840 -0.0182 -1.2866
O2 -1.5698 -0.7843 -2.2663
H7 -2.2003 -0.0465 -2.2203
H8 -2.0727 -1.6024 -2.2979
O3 -0.7766 2.6171 0.5253
H9 -0.3367 2.8844 1.3404
H10 -0.2124 1.8936 0.1812
O4 -2.5327 1.8431 -1.6276
H11 -1.9112 2.0139 -0.9095
H12 -2.7238 2.5538 -2.2383

ΔE to the lowest compared entry with this formula, charge and spin ... 0.853 eV
Total charge ... 0
SMILES string ... C/C=C/O.O.O.O

Atom charges from the Löwdin analysis, given in e for atoms 1 to 4: C -0.12; C -0.14; C -0.22; O -0.04


| no. | lowest unoccupied orbital energy (eV) | E_tot (eV) | highest occupied orbital energy (eV) |
| --- | --- | --- | --- |
| 1 | -3.1 | -12979.39727 | -14.846 |
| 2 | -10.9 | -19984.01811 | -16.680 |
| 3 | -3.2 | -17671.68415 | -12.995 |
| 4 | -9.7 | -28502.06372 | -12.287 |
| 5 | -3.6 | -15623.96099 | -13.016 |
| 6 | 0.3 | -18234.45409 | -8.800 |
| 7 | 0.8 | -23155.67734 | -9.727 |
| 8 | 0.5 | -20282.81465 | -9.061 |
| 9 | 0.4 | -31117.33705 | -9.046 |
| 10 | 0.7 | -11494.90969 | -8.724 |